(i)
Molecular formula: C21H26N2O6S
Method: DFT, ωB97M-V with the def2-TZVPD basis set

As for the structure (SMILES): CCOC(=O)c1ccc(NC(=O)COc2ccc(S(=O)(=O)N[C@@H](C)CC)cc2)cc1. As for the HOMO energy: -9.0 eV.

```
! wB97M-V def2-TZVPD RIJCOSX def2/J DEFGRID3
* xyz 0 1
H -1.858 -4.200 3.088
O -3.205 3.868 0.973
H 0.187 4.506 -1.862
C 2.584 -2.618 -1.180
H 5.337 -2.783 -5.018
H -1.702 2.925 -1.747
C -1.228 5.771 -0.835
H 5.656 -0.535 -3.957
H 2.887 -3.194 -2.039
C 5.900 -1.460 -3.421
H 1.023 2.226 -1.050
C -2.742 -1.122 0.854
N -1.635 2.814 -0.750
H -2.714 2.218 2.792
C -2.977 0.077 0.205
O 5.037 0.044 -1.422
O -0.976 -4.338 0.347
C 1.506 -3.026 -0.421
O 4.782 -1.835 -2.617
C 2.896 -0.719 0.265
H -1.517 6.016 0.184
S -3.106 2.801 0.018
C -0.100 4.746 -0.834
C 0.668 2.462 -0.050
H -3.181 0.104 -0.853
H -0.914 6.681 -1.341
H 0.775 5.164 -0.333
H 0.956 -3.915 -0.681
H -2.288 0.058 3.992
C -2.072 -3.473 2.299
C -2.713 1.274 2.271
H -3.014 -3.759 1.817
O -4.101 2.678 -1.006
H -2.755 -2.040 0.288
H 6.431 -3.501 -3.833
C 1.119 -2.280 0.691
H 1.525 -0.549 1.894
C 6.199 -2.594 -4.384
C -0.498 3.451 -0.118
H 6.754 -1.255 -2.766
C -2.951 1.262 0.910
H 0.345 1.538 0.425
C -2.479 0.085 2.931
C 1.826 -1.125 1.030
H 3.448 0.175 0.511
O -2.171 -2.230 2.958
H 7.048 -2.329 -5.007
C 4.448 -0.990 -1.636
H -0.095 -2.049 2.312
H -2.109 5.379 -1.339
H -0.831 3.693 0.897
H 1.489 2.886 0.520
C 3.287 -1.463 -0.846
N 0.033 -2.631 1.492
C -0.946 -3.541 1.254
C -2.478 -1.119 2.222
*
```

(ii)
Molecular formula: C21H26N2O6S
Method: DFT, ωB97M-V with the def2-TZVPD basis set

As for the structure (SMILES): O=C(COC(=O)c1ccc(S(=O)(=O)NCc2ccco2)cc1)NCC1CCCCC1. As for the HOMO energy: -8.9 eV.

```
! wB97M-V def2-TZVPD RIJCOSX def2/J DEFGRID3
* xyz 0 1
O -4.299 1.699 -0.596
C 2.157 -2.533 -1.765
H 3.684 -1.458 1.686
H 0.642 -1.638 -0.524
C -2.206 -0.279 0.511
C -0.701 0.813 -0.979
C -4.886 1.812 -1.800
C 3.118 -1.347 -1.720
C -5.249 1.280 0.269
H 3.764 -1.361 -2.602
H 1.547 -2.480 -2.668
O 1.832 2.026 -1.268
C -6.439 1.133 -0.376
H 1.453 -2.567 1.615
O 1.954 2.327 0.954
H -1.715 -0.258 2.586
H 2.496 -0.481 0.824
H 2.536 -0.424 -1.744
H -0.387 1.102 -1.971
C -1.427 0.069 1.599
H 3.397 3.514 1.723
H 3.349 3.468 -0.078
C 3.974 -1.398 -0.452
N -4.604 -0.396 1.876
H 5.607 -0.246 -1.295
N 4.337 1.045 -0.281
H 3.725 1.316 -1.039
S -3.692 -1.255 0.776
C -1.857 0.082 -0.775
H -7.364 0.811 0.055
C 4.295 1.736 0.870
H -2.493 -0.226 -1.589
C 0.089 1.181 0.109
H 4.554 -2.328 -0.466
H -3.941 1.621 1.897
O -3.328 -2.456 1.466
H 5.627 -0.348 0.483
C 2.103 -2.588 0.738
H 0.587 -3.399 -0.563
C 4.986 -0.241 -0.394
H 2.730 -3.462 -1.801
C -4.841 1.025 1.679
H -4.358 -0.654 2.818
H -4.270 2.141 -2.614
C 3.264 2.884 0.844
H -5.644 1.326 2.358
C 1.259 -2.540 -0.531
H 2.669 -3.522 0.762
O 4.963 1.497 1.851
H 0.356 1.081 2.234
H -6.912 1.478 -2.527
C -0.273 0.806 1.402
O -4.398 -1.352 -0.462
C 1.363 1.892 -0.158
C 3.071 -1.409 0.783
C -6.201 1.481 -1.728
*
```

Bottom line: (i), by a margin of 48.9 kJ/mol.

(i)
Molecular formula: C2H4N2O2
Method: DFT, ωB97M-V with the def2-TZVPD basis set

As for the structure (SMILES): NC(=O)NC=O. As for the HOMO energy: -10.4 eV.

```
! wB97M-V def2-TZVPD RIJCOSX def2/J DEFGRID3
* xyz 0 1
N 1.889 0.005 -0.093
C 0.653 -0.289 0.391
O -2.511 0.433 -0.943
H -0.639 0.659 -1.304
H 2.684 -0.218 0.487
C -1.745 -0.016 -0.108
N -0.429 0.170 -0.403
O 0.461 -0.907 1.421
H -2.036 -0.527 0.813
H 2.018 0.614 -0.881
*
```

(ii)
Molecular formula: C2H4N2O2
Method: DFT, ωB97M-V with the def2-TZVPD basis set

As for the structure (SMILES): N=C=O.C=NO. As for the HOMO energy: -10.7 eV.

```
! wB97M-V def2-TZVPD RIJCOSX def2/J DEFGRID3
* xyz 0 1
N -2.329 0.894 0.211
C 1.179 0.096 -0.371
H -0.793 -2.037 0.451
N 0.084 -0.452 -0.080
O 0.126 -1.787 0.271
H 2.139 -0.408 -0.368
C -3.185 0.090 0.015
H -1.332 0.784 0.131
O -4.127 -0.569 -0.127
H 1.136 1.138 -0.641
*
```

(iii)
Molecular formula: C2H4N2O2
Method: DFT, ωB97M-V with the def2-TZVPD basis set

As for the structure (SMILES): O=[N+]([O-])N1CC1. As for the HOMO energy: -10.9 eV.

```
! wB97M-V def2-TZVPD RIJCOSX def2/J DEFGRID3
* xyz 0 1
H -1.655 1.045 0.752
H -1.316 -1.310 0.656
O 2.026 1.169 -0.165
N 0.300 -0.028 0.722
H -0.658 1.286 -0.932
C -0.741 -0.679 0.066
N 1.531 0.072 0.023
H -0.642 -1.349 -0.873
O 2.058 -0.983 -0.233
C -0.903 0.778 -0.015
*
```

(iv)
Molecular formula: C2H4N2O2
Method: DFT, ωB97M-V with the def2-TZVPD basis set

As for the structure (SMILES): O[C@@]12CN1NO2. As for the HOMO energy: -9.0 eV.

```
! wB97M-V def2-TZVPD RIJCOSX def2/J DEFGRID3
* xyz 0 1
H -0.748 -1.743 -1.541
H 0.944 0.404 1.487
H 1.990 -0.154 0.079
C -0.112 -0.571 -0.195
N -1.020 1.211 -0.007
H -0.945 1.726 0.879
N 0.250 0.887 -0.567
C 1.012 0.117 0.442
O -1.353 -0.190 0.329
O -0.018 -1.688 -0.907
*
```

Bottom line: (i), by a margin of 238.0 kJ/mol.

(i)
Molecular formula: C2H4N2O2
Method: DFT, ωB97M-V with the def2-TZVPD basis set

As for the structure (SMILES): C1=NOCON1. As for the HOMO energy: -9.2 eV.

```
! wB97M-V def2-TZVPD RIJCOSX def2/J DEFGRID3
* xyz 0 1
O -0.179 0.118 -1.551
O -0.800 0.651 0.737
H -1.232 -1.193 -0.034
H -0.286 -0.300 2.277
N 1.157 -0.297 -0.869
H 1.975 -0.949 0.739
C -1.151 -0.143 -0.458
C 1.084 -0.404 0.515
H -2.115 0.377 -0.577
N 0.257 0.182 1.407
*
```

(ii)
Molecular formula: C2H4N2O2
Method: DFT, ωB97M-V with the def2-TZVPD basis set

As for the structure (SMILES): [H]/N=C(/N)C(=O)O. As for the HOMO energy: -10.3 eV.

```
! wB97M-V def2-TZVPD RIJCOSX def2/J DEFGRID3
* xyz 0 1
O 1.398 -0.534 1.423
H 1.065 -0.931 -1.759
O 1.491 -0.843 -0.877
C 0.968 -0.390 0.294
H -0.552 1.359 1.731
H -1.876 1.116 0.848
H -0.340 -1.123 -1.232
N -0.791 1.375 0.667
N -0.981 -0.334 -1.038
C -0.382 0.306 -0.055
*
```

Bottom line: (ii), by a margin of 403.2 kJ/mol.

(i)
Molecular formula: C5H6BrN
Method: DFT, ωB97M-V with the def2-TZVPD basis set

As for the structure (SMILES): C/C=C(\C#N)CBr. As for the HOMO energy: -10.0 eV.

```
! wB97M-V def2-TZVPD RIJCOSX def2/J DEFGRID3
* xyz 0 1
C 0.718 1.331 -1.045
C -0.907 1.442 0.868
H 0.524 -2.837 0.162
H 1.554 -1.958 -0.864
C -0.078 -0.759 -0.024
H -1.525 2.266 0.330
H 0.001 -2.301 -1.512
C 0.510 -2.094 -0.609
H -0.768 -0.871 0.886
N 1.388 1.947 -1.719
Br 0.313 2.313 2.269
C -0.079 0.627 -0.091
H -1.651 0.893 1.348
*
```

(ii)
Molecular formula: C5H6BrN
Method: DFT, ωB97M-V with the def2-TZVPD basis set

As for the structure (SMILES): C[C@H]1[C@H](Br)[C@H]1C#N. As for the HOMO energy: -10.3 eV.

```
! wB97M-V def2-TZVPD RIJCOSX def2/J DEFGRID3
* xyz 0 1
H -1.068 0.050 -1.439
Br -3.015 0.659 0.078
H -1.106 -1.403 1.092
N 1.396 -2.289 -0.440
C 1.201 0.962 -0.054
H 1.717 0.111 -0.668
C 0.424 -1.722 -0.194
H 1.129 1.704 -0.817
C -0.175 0.469 0.475
H 1.844 1.427 0.654
C -0.578 -0.962 0.350
C -1.299 0.092 -0.458
H -0.470 0.902 1.421
*
```

Bottom line: (i), by a margin of 5.9 kJ/mol.

(i)
Molecular formula: C5H7N
Method: DFT, ωB97M-V with the def2-TZVPD basis set

As for the structure (SMILES): CC#C/N=C\C. As for the HOMO energy: -8.8 eV.

```
! wB97M-V def2-TZVPD RIJCOSX def2/J DEFGRID3
* xyz 0 1
C 0.113 0.900 -0.019
H 3.115 -0.478 -0.294
C 1.231 0.492 0.126
C -2.035 0.426 0.177
C -1.771 -1.019 -0.188
C 2.669 0.455 0.067
H -0.778 -1.326 -0.558
H -2.622 -1.480 -0.910
N -1.129 1.234 0.235
H -3.125 0.739 0.287
H 3.130 1.260 -0.596
H -2.029 -1.741 0.649
H 3.231 0.540 1.022
*
```

(ii)
Molecular formula: C5H7N
Method: DFT, ωB97M-V with the def2-TZVPD basis set

As for the HOMO energy: -8.5 eV.

```
! wB97M-V def2-TZVPD RIJCOSX def2/J DEFGRID3
* xyz 0 1
C -0.723 0.979 0.459
C 1.077 -0.576 0.397
C -0.150 -0.009 -1.391
H -0.783 1.019 1.553
C -1.154 -0.258 -0.311
H 1.977 -1.007 -0.046
H 0.123 -1.663 -1.058
N -0.122 -1.325 -0.095
H -2.164 -0.655 -0.398
H 1.354 1.527 -0.405
H -1.222 1.850 0.023
C 0.633 0.732 -0.221
H 1.154 -0.614 1.492
*
```

(iii)
Molecular formula: C5H7N
Method: DFT, ωB97M-V with the def2-TZVPD basis set

As for the structure (SMILES): C1[C@H]2[C@@H]1N1C[C@@H]21. As for the HOMO energy: -8.7 eV.

```
! wB97M-V def2-TZVPD RIJCOSX def2/J DEFGRID3
* xyz 0 1
C -0.949 -0.519 -0.138
H -2.050 1.325 -0.082
C -0.257 0.563 -0.936
H -0.741 1.335 1.186
C 1.458 -0.165 0.653
N 1.111 -0.022 -0.757
H 1.227 0.602 1.384
H -0.477 0.939 -1.927
H 0.650 -2.135 -0.066
H 2.450 -0.599 0.746
H -1.778 -1.163 -0.411
C 0.453 -1.079 0.098
C -1.097 0.917 0.249
*
```

Bottom line: (i), by a margin of 42.0 kJ/mol.